(A)
Computed, not measured: 4 unconnected molecules or ions with the total composition C4H14O3, with wB97M-V/def2-TZVPD.

XYZ file:
```
21
Properties=species:S:1:pos:R:3:nbo_charge:R:1
C 2.42 -0.43 0.40 -0.43
C 1.33 0.18 0.82 -0.13
C -0.10 0.22 0.31 -0.45
C -1.13 -0.56 1.13 -0.61
H 3.28 -0.38 1.06 0.20
H 2.56 -0.93 -0.55 0.19
H 1.40 0.78 1.73 0.18
H -0.37 1.27 0.22 0.22
H -0.10 -0.20 -0.69 0.19
H -0.74 -1.51 1.51 0.23
H -1.43 -0.02 2.04 0.20
H -1.99 -0.75 0.50 0.20
O 0.50 2.81 -1.51 -0.94
H -0.28 2.23 -1.66 0.48
H 0.18 3.66 -1.82 0.46
O 0.25 -3.66 1.78 -0.93
H 0.84 -3.43 1.03 0.47
H -0.54 -3.95 1.32 0.46
O -2.33 1.36 -2.17 -0.95
H -3.17 0.93 -2.22 0.48
H -2.31 2.02 -2.89 0.47
```

Summary:
* SMILES: C=CCC.O.O.O
* HOMO-LUMO gap: 9.69 eV


(B)
Computed, not measured: 3 unconnected molecules or ions with the total composition C4H14O3, with wB97M-V/def2-TZVPD.

XYZ file:
```
21
Properties=species:S:1:pos:R:3:nbo_charge:R:1
C -2.03 -0.89 1.27 -0.62
C -0.99 0.13 0.86 -0.43
C -0.99 0.49 -0.62 0.10
C 0.14 1.39 -1.05 -0.65
O -0.88 -0.73 -1.41 -0.76
H -3.04 -0.48 1.16 0.20
H -1.97 -1.82 0.71 0.21
H -1.87 -1.21 2.30 0.22
H 0.01 -0.21 1.14 0.21
H -1.09 1.08 1.39 0.20
H -1.98 0.90 -0.87 0.16
H 0.11 1.52 -2.13 0.22
H 1.11 0.96 -0.84 0.24
H 0.19 2.32 -0.49 0.22
H -1.77 -1.08 -1.50 0.48
O 1.81 -1.34 -0.39 -0.97
H 1.09 -1.36 -1.04 0.50
H 2.55 -1.75 -0.84 0.47
O 2.37 1.17 1.24 -0.96
H 2.33 0.26 0.90 0.49
H 1.62 1.29 1.82 0.46
```

Summary:
* SMILES: CC[C@@H](C)O.O.O
* HOMO-LUMO gap: 11.16 eV


(C)
Computed, not measured: 4 unconnected molecules or ions with the total composition C4H14O3, with wB97M-V/def2-TZVPD.

XYZ file:
```
21
Properties=species:S:1:pos:R:3:nbo_charge:R:1
C -0.44 1.71 -0.53 -0.44
C -1.41 1.96 -1.41 0.05
C -1.54 1.22 -2.71 -0.64
C -2.46 3.00 -1.14 -0.64
H -0.42 2.34 0.34 0.19
H 0.35 0.98 -0.68 0.18
H -0.71 0.53 -2.88 0.20
H -2.41 0.58 -2.71 0.22
H -1.60 1.93 -3.53 0.22
H -2.26 3.86 -1.79 0.22
H -3.44 2.64 -1.40 0.22
H -2.42 3.32 -0.11 0.22
O -0.49 -0.46 2.60 -0.93
H -0.20 0.45 2.49 0.47
H -0.30 -0.84 1.73 0.47
O 0.66 -2.18 -1.25 -0.94
H 0.11 -2.00 -2.01 0.47
H 0.86 -1.36 -0.79 0.47
O 4.71 -3.82 3.54 -0.94
H 4.06 -4.02 4.23 0.47
H 4.24 -3.88 2.71 0.47
```

Summary:
* SMILES: C=C(C)C.O.O.O
* HOMO-LUMO gap: 10.21 eV


Which structure is the most stable? The one labeled (B).


(A)
Computed, not measured: 4 unconnected molecules or ions with the total composition C4H14O3, with wB97M-V/def2-TZVPD.

XYZ file:
```
21
Properties=species:S:1:pos:R:3:nbo_charge:R:1
C -2.25 -1.32 1.74 -0.66
C -0.79 -1.47 1.42 -0.19
C 0.10 -1.72 2.37 -0.19
C 1.56 -2.02 2.08 -0.64
H -2.89 -1.68 0.94 0.22
H -2.45 -2.01 2.58 0.21
H -2.42 -0.36 2.23 0.22
H -0.51 -1.48 0.37 0.19
H -0.21 -1.64 3.41 0.19
H 1.64 -3.11 2.06 0.22
H 1.90 -1.67 1.11 0.21
H 2.19 -1.64 2.88 0.21
O 0.75 3.84 0.23 -0.96
H 0.20 4.41 0.77 0.48
H 1.68 3.96 0.41 0.48
O 0.21 1.79 -2.48 -0.94
H 0.23 2.73 -2.33 0.47
H 0.66 1.48 -1.71 0.47
O -0.05 0.34 -6.26 -0.93
H -0.23 0.64 -5.35 0.47
H 0.69 0.92 -6.46 0.46
```

Summary:
* SMILES: C/C=C/C.O.O.O
* HOMO-LUMO gap: 9.45 eV


(B)
Computed, not measured: 4 unconnected molecules or ions with the total composition C4H14O3, with wB97M-V/def2-TZVPD.

XYZ file:
```
21
Properties=species:S:1:pos:R:3:nbo_charge:R:1
C -0.73 -3.62 -0.18 -0.64
C 0.70 -2.77 -0.15 -0.19
C 0.85 -1.94 -1.21 -0.20
C 2.26 -1.22 -1.85 -0.64
H -0.85 -4.29 0.67 0.21
H -0.78 -4.26 -1.04 0.21
H -1.62 -2.91 -0.25 0.21
H 1.47 -3.29 0.42 0.20
H 0.00 -1.88 -1.85 0.19
H 3.26 -1.65 -1.46 0.22
H 2.19 -1.39 -2.87 0.21
H 2.40 -0.07 -1.65 0.22
O 1.40 4.04 0.89 -0.93
H 2.34 4.29 0.89 0.47
H 1.24 3.79 1.84 0.46
O -0.20 1.51 -0.98 -0.94
H -0.54 1.70 -0.08 0.47
H 0.13 0.62 -0.93 0.47
O -4.65 4.14 3.46 -0.94
H -3.72 4.36 3.37 0.47
H -5.14 4.84 2.96 0.47
```

Summary:
* SMILES: C/C=C/C.O.O.O
* HOMO-LUMO gap: 10.16 eV


(C)
Computed, not measured: 4 unconnected molecules or ions with the total composition C4H14O3, with wB97M-V/def2-TZVPD.

XYZ file:
```
21
Properties=species:S:1:pos:R:3:nbo_charge:R:1
C -1.44 1.56 -1.06 -0.66
C -1.63 0.18 -0.45 -0.15
C -1.20 -0.18 0.76 -0.24
C -1.16 -1.52 1.37 -0.66
H -1.86 1.50 -2.06 0.22
H -2.07 2.28 -0.54 0.22
H -0.41 1.88 -1.11 0.23
H -2.12 -0.51 -1.11 0.19
H -0.94 0.68 1.37 0.19
H -0.84 -2.33 0.71 0.23
H -0.56 -1.48 2.27 0.22
H -2.14 -1.87 1.71 0.22
O 2.27 0.84 1.95 -0.97
H 3.04 0.63 2.48 0.48
H 1.84 1.65 2.22 0.49
O 1.71 -0.45 -3.12 -0.96
H 2.10 -0.28 -2.25 0.50
H 0.79 -0.69 -2.96 0.46
O 1.61 -0.75 -0.40 -0.98
H 2.27 -0.50 0.25 0.49
H 0.74 -0.62 0.00 0.49
```

Summary:
* SMILES: C/C=C/C.O.O.O
* HOMO-LUMO gap: 9.78 eV


(D)
Computed, not measured: 3 unconnected molecules or ions with the total composition C4H14O3, with wB97M-V/def2-TZVPD.

XYZ file:
```
21
Properties=species:S:1:pos:R:3:nbo_charge:R:1
C 2.42 -0.26 0.56 -0.61
C 1.19 -0.04 -0.27 -0.41
C 0.95 1.39 -0.72 0.11
C 0.08 1.49 -1.97 -0.63
O 0.30 2.04 0.37 -0.78
H 3.33 0.17 0.15 0.20
H 2.32 0.22 1.54 0.21
H 2.63 -1.32 0.66 0.21
H 0.28 -0.45 0.16 0.22
H 1.30 -0.56 -1.24 0.20
H 1.88 1.91 -0.94 0.16
H 0.59 1.16 -2.87 0.22
H -0.36 2.48 -2.11 0.21
H -0.76 0.82 -1.84 0.21
H -0.33 2.76 0.28 0.49
O -2.25 1.36 1.30 -0.97
H -1.30 1.42 1.10 0.48
H -2.41 1.97 2.03 0.46
O -3.23 -5.80 1.44 -0.96
H -2.53 -5.33 1.00 0.48
H -4.11 -5.44 1.36 0.48
```

Summary:
* SMILES: CC[C@@H](C)O.O.O
* HOMO-LUMO gap: 11.34 eV


Which structure is the most stable? The one labeled (D).


(A)
Computed, not measured: 2 unconnected molecules or ions with the total composition H3ISi, with wB97M-V/def2-TZVPD.

XYZ file:
```
5
Properties=species:S:1:pos:R:3:nbo_charge:R:1
Si 0.24 0.37 -0.14 0.60
I -2.18 -0.05 -0.02 -0.21
H 0.75 0.27 -1.56 -0.09
H 0.54 1.03 1.12 -0.11
H 0.64 -1.62 0.60 -0.20
```

Summary:
* HOMO-LUMO gap: 8.84 eV


(B)
Computed, not measured: H3ISi in the gas phase, with wB97M-V/def2-TZVPD.

XYZ file:
```
5
Properties=species:S:1:pos:R:3:nbo_charge:R:1
Si 0.08 -0.14 0.23 0.73
I -0.93 1.53 -1.31 -0.25
H 0.81 0.54 1.12 -0.19
H -0.98 -0.87 0.75 -0.17
H 1.03 -1.06 -0.79 -0.13
```

Summary:
* SMILES: [SiH3]I
* HOMO-LUMO gap: 10.08 eV


Which structure is the most stable? The one labeled (B).


(A)
Computed, not measured: 4 unconnected molecules or ions with the total composition C3H14N2O3, with wB97M-V/def2-TZVPD.

XYZ file:
```
22
Properties=species:S:1:pos:R:3:nbo_charge:R:1
C -0.69 -1.83 0.00 -0.61
C -1.12 -1.04 1.32 -0.26
N 0.09 -0.53 1.88 -0.50
C 0.46 0.69 1.81 0.29
N -0.31 1.67 1.27 -0.85
H -1.36 -2.68 -0.17 0.21
H 0.29 -2.24 0.19 0.19
H -0.47 -1.20 -0.85 0.20
H -1.61 -1.82 1.91 0.21
H -1.77 -0.43 0.66 0.16
H 1.33 1.11 2.32 0.18
H 0.01 2.64 1.24 0.39
H -1.16 1.57 0.72 0.38
O 0.19 2.39 -1.67 -0.95
H 1.07 2.38 -1.29 0.49
H -0.46 2.32 -0.97 0.46
O 0.10 0.18 -2.70 -0.94
H -0.78 0.26 -2.30 0.46
H 0.17 0.98 -3.23 0.49
O 2.25 -1.17 0.00 -0.94
H 1.54 -1.23 -0.64 0.47
H 2.22 -2.00 0.48 0.47
```

Summary:
* SMILES: CC/N=C\N.O.O.O
* HOMO-LUMO gap: 9.16 eV


(B)
Computed, not measured: 3 unconnected molecules or ions with the total composition C3H14N2O3, with wB97M-V/def2-TZVPD.

XYZ file:
```
22
Properties=species:S:1:pos:R:3:nbo_charge:R:1
N -2.28 -0.17 0.31 -0.86
C -1.44 -0.44 1.47 -0.21
C -0.03 -0.92 1.13 -0.09
N 0.86 0.22 1.08 -0.86
C -0.05 -1.78 -0.16 -0.08
O 1.18 -1.79 -0.87 -0.74
H -3.25 -0.04 0.54 0.37
H -1.94 0.55 -0.31 0.37
H -1.28 0.47 2.06 0.18
H -1.95 -1.16 2.10 0.20
H 0.27 -1.59 1.93 0.17
H 0.45 1.10 0.84 0.38
H 1.74 0.06 0.62 0.36
H -0.75 -1.39 -0.88 0.20
H -0.40 -2.79 0.13 0.16
H 1.94 -1.96 -0.30 0.47
O 0.36 0.92 -2.06 -0.97
H 0.93 0.21 -1.72 0.50
H 0.58 1.00 -2.99 0.48
O 1.07 3.11 -0.38 -0.97
H 0.36 3.77 -0.43 0.46
H 0.72 2.37 -0.91 0.49
```

Summary:
* SMILES: NC[C@H](N)CO.O.O
* HOMO-LUMO gap: 9.53 eV


Which structure is the most stable? The one labeled (B).


(A)
Computed, not measured: 2 unconnected molecules or ions with the total composition C3H6N, with wB97M-V/def2-TZVPD.

XYZ file:
```
10
Properties=species:S:1:pos:R:3:mulliken_charge:R:1
C -1.20 -0.57 0.05 -0.07
C -1.36 0.73 -0.03 -0.05
C 1.18 0.07 -0.61 -0.73
N -0.01 0.13 0.17 -0.01
H -1.68 -1.58 0.29 0.33
H -1.69 1.64 0.12 0.46
H 1.55 1.08 -0.78 0.34
H 1.64 -0.81 -0.26 0.36
H 0.92 0.00 -1.71 0.33
H 0.64 -0.70 2.76 0.04
```

Summary:
* HOMO-LUMO gap (alpha / beta): 7.91 / 10.13 eV
* net charge: +1


(B)
Computed, not measured: a gas-phase ion, C3H6N (charge +1), with wB97M-V/def2-TZVPD.

XYZ file:
```
10
Properties=species:S:1:pos:R:3:nbo_charge:R:1
C 0.58 -1.08 0.46 -0.45
N 0.15 0.20 -0.01 -0.21
C 0.33 1.56 -0.42 0.27
C -1.07 0.91 -0.32 -0.19
H 1.66 -1.08 0.59 0.27
H -0.04 -1.82 -0.15 0.28
H 0.10 -1.25 1.54 0.27
H 1.15 2.19 -0.78 0.30
H -1.72 1.19 0.46 0.23
H -1.54 0.60 -1.32 0.23
```

Summary:
* SMILES: C[N+]1=CC1
* HOMO-LUMO gap: 9.91 eV
* net charge: +1


Which structure is the most stable? The one labeled (B).


(A)
Computed, not measured: C3H6S3 in the gas phase, with wB97M-V/def2-TZVPD.

XYZ file:
```
12
Properties=species:S:1:pos:R:3:nbo_charge:R:1
C 1.49 0.47 0.11 -0.78
C -0.41 -0.86 -1.52 -0.54
C -1.24 0.23 0.98 -0.83
H 1.40 -0.13 1.12 0.24
H 2.54 0.80 0.02 0.24
H 0.98 1.35 -0.15 0.23
H -0.99 -0.88 1.44 0.25
H -2.38 0.60 1.25 0.26
H -0.57 0.84 1.54 0.23
S 1.33 -0.91 -1.12 0.32
S -0.74 -1.74 -2.94 -0.03
S -1.41 0.23 -0.72 0.41
```

Summary:
* HOMO-LUMO gap: 7.92 eV


(B)
Computed, not measured: C3H6S3 in the gas phase, with wB97M-V/def2-TZVPD.

XYZ file:
```
12
Properties=species:S:1:pos:R:3:nbo_charge:R:1
S -1.39 -1.66 0.82 0.00
C -0.05 -0.92 -0.11 -0.38
C -0.10 0.50 -0.57 -0.38
S 0.48 0.85 -2.23 -0.02
C 0.84 0.11 0.52 -0.36
S 0.70 0.73 2.20 0.00
H -2.31 -1.56 -0.18 0.13
H 0.45 -1.65 -0.79 0.24
H -0.99 1.05 -0.29 0.24
H 1.04 2.10 -1.98 0.14
H 1.91 0.04 0.25 0.25
H -0.58 0.40 2.37 0.13
```

Summary:
* SMILES: S[C@H]1[C@H](S)[C@H]1S
* HOMO-LUMO gap: 9.56 eV


Which structure is the most stable? The one labeled (B).


(A)
Computed, not measured: 2 unconnected molecules or ions with the total composition C4H12O2, with wB97M-V/def2-TZVPD.

XYZ file:
```
18
Properties=species:S:1:pos:R:3:nbo_charge:R:1
C -2.65 0.50 1.70 -0.62
C -1.02 0.42 1.68 -0.43
C -0.52 -0.43 0.47 0.07
C 0.67 0.27 -0.28 -0.66
O -0.01 -1.65 1.10 -0.73
H -2.82 1.07 0.77 0.20
H -3.32 -0.23 1.37 0.22
H -2.98 1.04 2.57 0.21
H -0.84 -0.15 2.63 0.23
H -0.45 1.39 1.94 0.21
H -1.26 -0.65 -0.27 0.17
H 1.31 -0.61 -0.59 0.23
H 1.04 0.98 0.56 0.23
H 0.49 0.57 -1.48 0.22
H -0.46 -2.36 0.67 0.47
O 4.66 -0.01 -4.50 -0.93
H 4.46 0.16 -3.55 0.47
H 3.70 -0.29 -4.78 0.46
```

Summary:
* SMILES: CC[C@@H](C)O.O
* HOMO-LUMO gap: 10.59 eV


(B)
Computed, not measured: 2 unconnected molecules or ions with the total composition C4H12O2, with wB97M-V/def2-TZVPD.

XYZ file:
```
18
Properties=species:S:1:pos:R:3:nbo_charge:R:1
C 0.34 -1.73 -1.08 -0.65
C 1.00 -0.85 -2.12 -0.07
O 0.26 -0.83 -3.36 -0.72
H -0.44 -1.22 -0.51 0.20
H 1.05 -2.20 -0.41 0.22
H -0.22 -2.51 -1.60 0.22
H 1.06 0.18 -1.78 0.16
H 1.99 -1.20 -2.39 0.18
H -0.53 -0.31 -3.22 0.46
C -0.36 0.45 2.51 -0.64
C -0.28 1.49 1.42 -0.07
O -1.54 2.15 1.36 -0.73
H -1.40 0.31 2.81 0.23
H 0.19 0.72 3.41 0.21
H -0.07 -0.55 2.17 0.21
H 0.48 2.23 1.68 0.16
H 0.04 1.07 0.47 0.15
H -1.54 2.80 0.63 0.47
```

Summary:
* SMILES: CCO.CCO
* HOMO-LUMO gap: 11.05 eV


Which structure is the most stable? The one labeled (B).


(A)
Computed, not measured: 3 unconnected molecules or ions with the total composition C4H12O2, with wB97M-V/def2-TZVPD.

XYZ file:
```
18
Properties=species:S:1:pos:R:3:nbo_charge:R:1
C -0.09 1.51 0.78 -0.40
C 0.60 0.51 0.22 0.00
C 0.16 -0.94 0.35 -0.65
C 1.60 0.72 -0.89 -0.64
H -0.01 2.50 0.34 0.19
H -0.59 1.47 1.73 0.21
H -0.42 -1.21 1.23 0.22
H 1.08 -1.54 0.44 0.20
H -0.31 -1.25 -0.57 0.23
H 1.80 1.78 -1.04 0.22
H 1.19 0.32 -1.81 0.21
H 2.47 0.11 -0.69 0.22
O -4.18 -1.70 -2.82 -0.93
H -4.61 -2.51 -2.54 0.47
H -4.45 -1.62 -3.75 0.47
O 2.01 1.01 3.07 -0.94
H 1.54 0.59 2.33 0.48
H 2.23 0.25 3.63 0.46
```

Summary:
* SMILES: C=C(C)C.O.O
* HOMO-LUMO gap: 9.98 eV


(B)
Computed, not measured: 2 unconnected molecules or ions with the total composition C4H12O2, with wB97M-V/def2-TZVPD.

XYZ file:
```
18
Properties=species:S:1:pos:R:3:nbo_charge:R:1
C -0.94 0.48 -0.78 -0.61
C 0.12 1.00 0.21 -0.43
C 0.71 -0.09 1.06 0.10
C 1.88 0.40 1.93 -0.62
O 1.18 -1.13 0.15 -0.73
H -0.41 -0.08 -1.56 0.20
H -1.51 1.29 -1.26 0.23
H -1.64 -0.19 -0.27 0.20
H 1.02 1.48 -0.22 0.21
H -0.39 1.75 0.84 0.20
H -0.03 -0.45 1.81 0.16
H 2.63 0.91 1.31 0.21
H 2.36 -0.46 2.42 0.22
H 1.54 1.10 2.72 0.21
H 0.37 -1.58 -0.17 0.46
O -2.56 -1.19 -2.82 -0.94
H -1.65 -1.31 -3.18 0.47
H -2.67 -1.93 -2.18 0.47
```

Summary:
* SMILES: CC[C@H](C)O.O
* HOMO-LUMO gap: 10.87 eV


Which structure is the most stable? The one labeled (B).